No. 1
# C13H52O13

A 13-piece molecular cluster, C13H52O13 overall in a non-equilibrium geometry (ωB97M-V/def2-TZVPD, the Open Molecules 2025 dataset).

Calculated values
Energy relative to the best compared isomer or geometry (same formula, charge and spin), kJ/mol: 206.4
Largest force on an atom, Eh/bohr: 0.023
Frontier orbital gap, eV: 9.20
E_LUMO, hartree: 0.0012
E_HOMO, eV: -9.2

Geometry as ORCA input:
```
! RIJCOSX wB97M-V def2-TZVPD def2/J DEFGRID3
* xyz 0 1
H -0.84343 -3.61386 -0.46649
H -2.93213 -1.39971 -2.50689
H -0.16685 -2.04712 -2.87496
C -2.32379 3.71386 -2.75710
H 2.52933 -3.85989 0.90229
H 4.83465 0.18044 -2.26320
H 0.28233 3.76271 -0.24596
H -2.96558 2.99549 -4.44008
H -1.10856 1.43663 2.61154
O 3.12157 0.06120 -1.09743
H -2.72839 -3.79214 1.06107
H -0.33665 2.44289 0.76294
O 1.20233 -3.57670 -2.77425
H -3.65162 -0.00188 -3.29111
O -2.61561 0.49947 -1.66438
C 2.67869 -2.99677 0.25584
C 0.60148 -0.02689 -0.35646
H 3.91822 -1.32179 -2.39947
H 1.79878 -2.89270 -0.38510
H -2.11156 2.47018 3.59794
H 4.90753 -0.97492 -0.93302
H -0.92199 -0.98656 0.40223
C 0.68597 -2.43882 -3.43225
H 2.51013 0.29244 -1.80825
H 2.22739 2.79124 3.64508
H 3.61576 1.17174 1.75411
C -1.96737 1.43612 3.27626
C 1.46143 2.38108 -3.45326
H -3.06690 -2.18739 0.41739
H -1.42264 4.10434 -3.23749
O 2.95760 2.22843 3.37318
H -3.03929 -3.58250 -0.65179
H -1.44605 4.39398 1.33380
H -3.12079 -1.48872 4.36092
O 0.14908 -1.37599 4.67171
H 1.05144 2.75279 -4.39041
O -0.69746 -0.07242 0.17886
H 3.01304 -1.10024 0.57957
H -4.87801 -2.17818 3.34989
H 2.41743 2.85651 -3.22709
H 1.02364 -1.00376 -0.58607
H 0.56895 0.47895 -1.32695
H -1.92221 0.17691 -1.05505
O -0.50623 4.43527 1.53291
O 1.61793 0.95258 -3.46868
H 1.77803 0.70264 -4.38264
H -1.89440 -0.28634 -3.45451
C -2.95788 -1.97948 3.39952
H 2.12479 -3.68491 -3.01710
H 2.89275 2.80794 1.44256
O -4.20713 -1.99334 2.68835
H -2.86453 1.01241 2.82575
C 2.82320 1.87632 2.00158
C -2.75485 -0.35423 -2.78022
C 0.88564 -1.34926 3.46248
H -2.46537 0.65928 4.99752
H -2.65275 4.39390 -1.97376
H 1.40698 -1.62450 -3.53134
H 1.91700 1.31922 1.76372
O -3.36167 3.44176 -3.68876
C -2.55281 -3.12609 0.21314
H 0.28112 -2.69122 -4.41911
H 1.64410 -2.12252 3.56605
O -1.66948 0.66907 4.46050
C 4.25631 -0.55538 -1.69596
H -2.65069 -2.99872 3.64206
H -2.20557 -1.42803 2.84661
H 3.54067 -3.13616 -0.40595
H 1.15972 3.37072 1.20302
O 2.88598 -1.89513 1.11629
H 0.33039 -1.56678 2.54180
H 1.34354 -0.35841 3.37062
O -1.15179 -2.86831 0.05972
H 0.79133 2.66308 -2.64230
H -2.10527 2.75804 -2.26646
C 0.15782 3.41413 0.78662
H -0.48062 -0.63568 4.65097
H 1.35385 0.46968 0.24491
*
```


No. 2
# C20H17BrYb

C20H17BrYb as an isolated structure in a non-equilibrium geometry (ωB97M-V/def2-TZVPD, the Open Molecules 2025 dataset).

Calculated values
Energy relative to the best compared isomer or geometry (same formula, charge and spin), kJ/mol: 0.0
Largest force on an atom, Eh/bohr: 0.061
Frontier orbital gap (alpha / beta), eV: 7.52 / 7.52
E_LUMO (alpha / beta), hartree: 0.1101 / 0.1101
E_HOMO (alpha / beta), eV: -4.5 / -4.5

Geometry as ORCA input:
```
! RIJCOSX wB97M-V def2-TZVPD def2/J DEFGRID3
* xyz -1 2
H 1.68941 -2.15837 -0.14724
C -1.88478 -0.14570 1.99782
C -1.15505 -1.27933 1.53876
H 4.02790 1.77676 -0.49463
H -0.30137 3.69884 0.70129
C 0.38243 -3.56623 0.90717
C -3.49234 -1.59237 3.10484
H 1.14265 4.25866 -1.53745
C -0.23355 2.78796 -2.54769
H 1.67823 0.40477 -3.92910
H -2.27615 1.96947 -0.00065
H 3.52620 -0.85019 -0.16639
H -1.09319 -4.71352 1.96214
Br 1.69948 1.42793 2.06986
H -1.47863 0.84780 1.77298
C -1.33959 2.01356 -2.04613
H -1.93741 1.31353 -2.60949
C 0.76982 -2.26683 0.41172
C 3.46222 1.14316 -1.18448
H -3.11253 -3.72458 2.99180
Yb 1.05823 0.82444 -0.36177
H 0.13566 2.76957 -3.57558
C 2.19987 0.43034 -2.96562
C -0.49267 3.29970 -0.30364
C 2.86468 1.54599 -2.41184
H 2.94242 2.54019 -2.85972
H 2.03638 -1.69460 -2.27494
C -1.51123 2.34465 -0.66071
C 3.18579 -0.23672 -1.00342
C 2.39998 -0.67327 -2.10000
H -4.40207 -1.70670 3.68288
H 1.04292 -4.40561 0.68226
C -0.04231 -1.19470 0.67717
H -3.60085 0.57579 3.07224
C 0.28991 3.56399 -1.47767
C -0.77675 -3.71886 1.63478
C -3.04077 -0.29758 2.75384
C -2.77530 -2.71264 2.72195
C -1.58768 -2.59929 1.97463
*
```


No. 3
# CH8O4

A 4-piece molecular cluster, CH8O4 overall in a non-equilibrium geometry (ωB97M-V/def2-TZVPD, the Open Molecules 2025 dataset).

Calculated values
Energy relative to the best compared isomer or geometry (same formula, charge and spin), kJ/mol: 115.3
Largest force on an atom, Eh/bohr: 0.097
Frontier orbital gap, eV: 10.63
E_LUMO, hartree: 0.0106
E_HOMO, eV: -10.3

Geometry as ORCA input:
```
! RIJCOSX wB97M-V def2-TZVPD def2/J DEFGRID3
* xyz 0 1
O -0.46618 1.72299 -1.56788
H 0.72389 0.20419 -0.77976
O -1.60617 -3.16185 -0.35857
O -0.18662 -0.52794 1.68374
C 0.30714 0.75066 -1.74036
H 0.03106 -1.29551 2.20258
H 0.85867 2.41240 0.28101
H 2.15220 2.99695 0.88694
O 1.32083 2.49885 1.12188
H -2.04074 -2.50493 -0.87281
H -2.39815 -3.84780 -0.39365
H 0.87397 0.64653 -2.64196
H 0.43012 0.10546 2.17884
*
```


No. 4
# C30H71N9O12SZn

C30H71N9O12SZn as an isolated structure in a non-equilibrium geometry (ωB97M-V/def2-TZVPD, the Open Molecules 2025 dataset).

Calculated values
Energy relative to the best compared isomer or geometry (same formula, charge and spin), kJ/mol: 1130.4
Largest force on an atom, Eh/bohr: 0.120
Frontier orbital gap, eV: 3.74
E_LUMO, hartree: -0.1568
E_HOMO, eV: -8.0

Geometry as ORCA input:
```
! RIJCOSX wB97M-V def2-TZVPD def2/J DEFGRID3
* xyz 0 1
H 6.22958 4.86596 1.10077
H 4.49738 -2.24957 -3.99068
H -1.22656 -4.72472 -2.90253
O 5.83136 -0.29273 3.06281
C -7.55007 -0.02229 -3.66306
H 1.03476 4.74059 -2.70700
C 6.41384 -0.04386 4.12561
H -0.71335 -5.95786 -1.82597
H -8.31709 -0.50094 -4.27187
H 8.40182 -0.01806 3.54190
C 4.65230 -5.49664 0.13722
H -1.59436 3.40458 5.91736
C 4.56774 -1.02597 5.44388
H 5.50505 -0.17058 -5.75014
C -2.26097 6.46948 -0.62747
H -6.80620 -3.29118 -5.33292
H -7.41736 0.88468 -4.25290
N -6.32737 -0.82187 -3.56484
H 4.62337 -5.43239 -0.95049
H -4.92944 -1.62380 -4.83498
H 6.57818 1.98365 -4.69740
H -2.66404 -0.98986 5.79882
C 1.52253 -4.95169 2.19518
H 0.73219 -5.38107 -4.39065
H 1.70613 6.73416 1.71857
O 2.12980 -7.32407 -4.18316
H 0.25771 -8.61381 -2.40093
C 7.79133 0.62914 4.17161
H 5.19986 6.34102 0.93590
N -2.85520 -1.96845 3.97535
O 1.14344 0.43891 -0.56563
O -1.08266 6.75454 -3.21189
C -6.81841 -2.25449 -5.66939
H 2.92962 -6.36925 1.66946
C -4.76776 1.16204 -3.21542
H 5.50064 5.69390 2.53343
C -0.32940 -5.21730 -2.52759
C -4.13766 -2.42635 4.04632
H -0.12311 4.69348 -4.11511
C 3.54872 -4.67857 0.74039
H -8.17127 -0.70811 -1.74572
H 6.33032 0.03073 6.09024
H -4.14046 0.96094 -4.08385
N 2.69944 -5.40683 1.46731
H -5.66251 -0.18549 -1.72769
H -5.48652 3.53462 3.51017
H 3.45568 7.15814 2.17415
C -4.84569 -2.82588 2.71404
H 6.24917 -2.23367 -4.07805
H -1.55238 -2.34411 5.54666
N 2.93610 5.06361 1.70638
H -0.26030 3.64761 -2.69596
C -5.93910 -1.21814 -4.89899
H -2.64260 2.71937 2.86471
H -2.54812 -1.79243 3.02940
H 3.75983 -0.29828 5.52045
C -3.09226 3.83317 4.46303
Zn 3.69135 -0.01689 0.39512
H -1.06416 3.12632 4.25474
H 5.33632 -2.51983 -5.53071
C 5.37192 5.41658 1.48718
H 2.45448 6.34330 3.28887
H 0.82724 -7.45015 -1.24167
H 0.67914 -5.61920 2.01852
H 8.23597 0.83442 5.14539
H -4.89570 3.21932 1.88350
H -1.30249 -0.77904 4.69851
O 4.21803 3.51003 0.84785
C 5.75246 1.80600 -4.00840
O 3.45421 -3.47257 0.63893
H -5.09786 1.88871 3.01589
H -4.08807 1.49921 -2.43283
H -1.11924 4.75460 4.80944
H -4.27790 -2.37517 1.90004
C 5.34199 -1.94136 -4.60690
C 5.51377 0.32899 -3.75083
H -3.31301 6.36284 -0.89192
O -3.83649 4.61674 5.03958
O -4.71689 -2.55836 5.14738
O -0.79160 -0.44046 0.59562
C -1.63099 3.79656 4.90094
N -1.45024 5.55843 -1.39208
N -3.43531 3.09080 3.36846
C -0.00162 4.65150 -3.03271
O 1.23722 0.39140 1.58641
C -5.33360 -0.20743 -2.76664
C -2.03779 -1.49584 5.06406
H 1.30688 -3.94926 1.82541
H -4.82756 -3.89813 2.51898
O 5.46446 -0.06179 -2.57921
H -7.58446 1.01270 -1.81846
H 4.54015 -1.64856 6.33815
C 1.06587 -7.91039 -2.20048
C 2.63118 6.44656 2.21825
N 5.89684 -0.42529 5.30014
H 1.92334 -8.57890 -2.12342
H -4.50512 -0.91170 -2.69080
C -4.78959 2.93060 2.92920
H -5.83042 -0.28723 -5.45548
H -5.56740 1.86794 -3.43991
H -6.49357 -2.26470 -6.70981
H 4.84544 2.32423 -4.31963
H -5.89192 -2.52307 2.67159
N 0.62124 -5.84735 -3.50162
O -0.29981 1.90264 0.72652
H 2.12958 4.47774 1.54394
C -0.83994 5.76939 -2.51679
H 4.60976 -6.52378 0.49952
H 5.62082 -5.09731 0.43824
H -9.19878 0.55394 -2.47388
H 4.35185 -1.66877 4.59048
C -8.17251 0.23091 -2.29919
H -2.32516 6.32180 0.45056
H 0.09340 -4.45161 -1.87716
H 1.76596 -4.94235 3.25761
C 4.10577 4.61076 1.37670
H 5.97387 2.34741 -3.08864
H -1.21405 4.68912 -0.93533
N 5.41141 -0.51632 -4.80579
H -1.95983 7.50697 -0.77250
S 0.21316 0.58406 0.56502
C 1.34436 -6.96085 -3.36638
H -7.85447 -1.91911 -5.71654
H 7.75243 1.60626 3.69013
*
```